Density functional theory data (ωB97M-V/def2-TZVPD) for 9 unconnected molecules or ions with the total composition C26H74NO10P2.

Each line ends with the Löwdin charge.
CARTESIAN COORDINATES (ANGSTROEM)
C  2.3392  3.4729  0.1644  -0.105
O  3.3954  2.5415  -0.0279  -0.217
C  3.0004  1.2216  -0.4247  -0.229
C  1.5543  0.8372  -0.1481  -0.204
C  1.2861  -0.6387  -0.4756  -0.199
C  0.1190  -1.2785  0.3116  -0.270
C  -1.1001  -1.6959  -0.5176  -0.393
P  -2.2831  -0.2665  -0.9787  0.372
C  -1.7669  -0.3321  -2.8990  -0.322
C  -1.8587  0.9162  -3.6955  -0.555
C  -0.8454  1.9911  -3.3641  -0.067
N  -2.7584  1.0682  -4.5938  0.084
P  -3.9647  1.3000  -1.3193  0.686
C  -4.6746  1.2273  0.3774  -0.413
O  -3.1185  2.7766  -1.1262  -0.453
H  1.7012  3.5663  -0.7204  0.093
H  2.7984  4.4479  0.3399  0.083
H  1.7288  3.2321  1.0359  0.054
H  3.2391  1.0699  -1.4884  0.125
H  3.6537  0.5342  0.1273  0.102
H  1.3163  1.0158  0.9061  0.109
H  0.8779  1.4495  -0.7426  0.080
H  2.2049  -1.2066  -0.2779  0.103
H  1.0970  -0.7367  -1.5501  0.096
H  -0.2346  -0.5795  1.0835  0.087
H  0.5156  -2.1530  0.8404  0.091
H  -1.7436  -2.3415  0.0899  0.042
H  -0.7874  -2.2864  -1.3886  0.065
H  -1.2782  0.7836  -0.7733  -0.019
H  -2.6130  -0.2299  0.4746  -0.039
H  -3.3912  -1.2339  -1.2277  -0.040
H  -0.7094  -0.6146  -2.8460  0.043
H  -2.3173  -1.1373  -3.3967  0.066
H  0.1022  1.5558  -3.0388  0.057
H  -1.2296  2.6154  -2.5540  0.052
H  -0.6543  2.6148  -4.2445  0.067
H  -2.6739  1.9967  -5.0109  0.022
H  -5.3166  2.1053  0.5330  0.009
H  -3.8997  1.1970  1.1513  -0.002
H  -5.3015  0.3340  0.4638  0.004
H  -3.7590  3.4560  -0.8878  0.006
C  2.4777  1.7085  4.0447  -0.079
C  3.8809  1.1681  3.8323  -0.310
O  4.0214  0.5245  2.5731  -0.084
H  1.7486  0.9011  3.9637  0.080
H  2.3829  2.1717  5.0289  0.073
H  2.2356  2.4588  3.2870  0.058
H  4.1168  0.4151  4.5840  0.087
H  4.6156  1.9775  3.9271  0.110
H  3.8244  1.1796  1.8925  0.042
C  6.3513  3.5395  -1.3818  -0.092
C  7.7327  2.9371  -1.5367  -0.325
O  7.9197  2.2964  -2.7968  -0.084
H  5.5757  2.7848  -1.4989  0.068
H  6.2283  3.9916  -0.3969  0.081
H  6.1893  4.3163  -2.1355  0.062
H  7.8962  2.1579  -0.7928  0.111
H  8.5036  3.7031  -1.3885  0.104
H  7.7688  2.9501  -3.4858  0.074
C  5.8963  -3.2768  6.2057  -0.096
C  5.1076  -2.0873  5.6917  -0.331
O  5.0129  -1.0394  6.6538  -0.090
H  5.4437  -3.6688  7.1171  0.073
H  5.9263  -4.0722  5.4599  0.073
H  6.9263  -2.9904  6.4333  0.070
H  4.0816  -2.3775  5.4697  0.116
H  5.5499  -1.7087  4.7644  0.109
H  5.9049  -0.7398  6.8523  0.078
C  -3.0024  -6.0747  -1.2833  -0.088
C  -3.8326  -5.3242  -0.2591  -0.324
O  -3.7918  -3.9219  -0.4544  -0.104
H  -1.9660  -5.7370  -1.2481  0.077
H  -3.0280  -7.1510  -1.0953  0.067
H  -3.3908  -5.8993  -2.2874  0.059
H  -3.4488  -5.4880  0.7486  0.113
H  -4.8675  -5.6961  -0.2832  0.098
H  -4.1114  -3.7060  -1.3372  0.081
C  -4.3521  -9.2722  -4.4466  -0.093
C  -5.1624  -8.4544  -3.4587  -0.326
O  -5.1070  -7.0608  -3.7288  -0.086
H  -3.3130  -8.9425  -4.4468  0.076
H  -4.3832  -10.3329  -4.1924  0.071
H  -4.7451  -9.1568  -5.4597  0.070
H  -4.7595  -8.5654  -2.4521  0.102
H  -6.2023  -8.7996  -3.4383  0.108
H  -5.4711  -6.9029  -4.6049  0.083
C  4.3621  7.4939  -2.4217  -0.093
C  3.5260  6.2317  -2.3177  -0.324
O  2.3510  6.4125  -1.5424  -0.081
H  4.6355  7.8496  -1.4278  0.075
H  5.2754  7.3104  -2.9907  0.069
H  3.8059  8.2881  -2.9261  0.069
H  4.0811  5.4454  -1.8066  0.090
H  3.2727  5.8586  -3.3166  0.114
H  1.7953  7.0759  -1.9618  0.081
C  -2.1034  5.3947  2.6529  -0.093
C  -1.2685  4.4632  1.7936  -0.309
O  -0.0263  4.1262  2.4072  -0.098
H  -1.5513  6.3089  2.8778  0.070
H  -3.0310  5.6622  2.1434  0.070
H  -2.3682  4.9154  3.5990  0.069
H  -0.9992  4.9411  0.8521  0.114
H  -1.8253  3.5571  1.5434  0.105
H  -0.2070  3.6558  3.2265  0.077
C  -6.3868  -2.5386  1.5141  -0.093
C  -7.0428  -3.8792  1.7637  -0.327
O  -7.6066  -4.4396  0.5789  -0.090
H  -7.1016  -1.8258  1.1003  0.075
H  -5.9759  -2.1227  2.4359  0.077
H  -5.5589  -2.6390  0.8088  0.056
H  -7.8742  -3.7928  2.4644  0.104
H  -6.3151  -4.5761  2.1968  0.103
H  -6.8970  -4.5079  -0.0683  0.060

Cartesian forces, eV/Å:
C 0.1 0.3 0.0
O -0.1 -0.2 0.2
C 0.0 -0.3 0.0
C 0.0 -0.1 0.0
C 0.1 0.0 0.0
C -0.1 0.1 -0.1
C 0.0 0.0 0.1
P 0.3 -0.4 0.2
C 0.1 0.0 -0.2
C -0.1 -0.1 0.0
C 0.1 0.1 -0.1
N 0.1 0.0 0.0
P -0.1 0.1 0.0
C -0.2 0.1 0.1
O 0.0 0.1 0.1
H 0.0 0.0 0.1
H 0.1 -0.1 0.0
H -0.1 0.0 -0.1
H -0.1 0.2 0.0
H 0.0 0.0 -0.2
H 0.1 0.0 -0.1
H -0.1 0.1 0.1
H -0.1 0.0 0.0
H 0.0 0.0 0.0
H 0.1 0.0 0.0
H -0.1 0.1 0.1
H 0.1 0.0 -0.1
H 0.0 0.1 0.0
H 0.0 0.0 0.0
H 0.0 0.0 -0.1
H 0.0 0.0 -0.1
H -0.1 0.0 0.0
H -0.1 0.1 0.1
H 0.0 0.0 0.0
H 0.0 0.0 0.0
H -0.1 0.0 0.1
H 0.0 0.0 0.0
H 0.0 -0.1 0.0
H 0.0 0.0 0.0
H 0.1 0.0 0.0
H 0.1 0.0 -0.1
C 0.0 0.0 -0.1
C 0.0 0.0 0.0
O 0.0 0.1 0.1
H 0.0 0.0 0.0
H 0.0 0.0 0.0
H 0.0 0.0 0.0
H 0.0 0.0 0.0
H 0.0 0.0 0.0
H 0.0 0.1 -0.1
C 0.0 0.0 -0.1
C 0.0 0.0 0.0
O 0.0 0.0 0.0
H 0.0 0.0 0.0
H 0.0 0.0 0.0
H 0.0 0.0 0.0
H 0.0 0.0 0.0
H 0.0 0.0 0.0
H 0.0 0.0 0.0
C 0.0 0.0 0.1
C 0.1 0.0 -0.1
O 0.0 -0.1 0.0
H 0.0 0.0 0.0
H 0.0 0.0 0.0
H 0.0 0.0 0.0
H 0.0 0.0 0.0
H 0.0 0.0 0.0
H 0.0 0.0 0.0
C 0.1 0.1 0.0
C 0.0 0.0 -0.1
O -0.2 -0.2 0.2
H 0.0 0.0 0.0
H 0.0 0.0 0.0
H 0.0 0.0 0.0
H 0.0 0.0 0.0
H 0.0 0.0 0.0
H 0.1 0.1 0.0
C 0.0 0.1 0.0
C 0.0 0.0 0.0
O 0.0 0.0 0.0
H 0.0 0.0 0.0
H 0.0 0.0 0.0
H 0.0 0.0 0.0
H 0.0 0.0 0.0
H 0.0 0.0 0.0
H 0.0 0.0 0.0
C 0.0 0.0 0.1
C 0.0 -0.1 0.0
O 0.0 0.1 0.1
H 0.0 0.0 0.0
H 0.0 0.0 0.0
H 0.0 0.0 0.0
H 0.0 0.0 0.0
H 0.0 0.0 0.0
H 0.0 0.0 0.0
C 0.1 0.0 0.0
C 0.0 -0.1 -0.1
O 0.0 0.1 0.2
H 0.0 0.0 0.0
H 0.0 0.0 0.0
H 0.0 0.0 0.0
H 0.0 0.0 0.0
H 0.0 0.0 0.0
H 0.0 -0.1 0.0
C 0.0 0.1 -0.1
C 0.0 0.0 0.0
O 0.0 0.0 0.0
H 0.0 0.0 0.0
H 0.0 0.0 0.0
H 0.0 0.0 0.0
H 0.0 0.0 0.0
H 0.0 0.0 0.0
H 0.0 0.1 0.0

Values from the calculation:
orbital gap: 5.4 eV
charge: -1
total energy: -68700.715 eV